{
  "formula": "C24H29N2O",
  "method": "ωB97M-V with the def2-TZVPD basis set",
  "de_lowest_kj_mol": 259.7,
  "homo_lumo_gap_ev": 6.4,
  "total_charge": 1,
  "e_tot_ha": -1116.361424,
  "symbols": ["C", "C", "C", "C", "C", "C", "C", "C", "N", "C", "C", "C", "C", "C", "C", "C", "C", "C", "C", "N", "C", "C", "O", "C", "C", "C", "C", "H", "H", "H", "H", "H", "H", "H", "H", "H", "H", "H", "H", "H", "H", "H", "H", "H", "H", "H", "H", "H", "H", "H", "H", "H", "H", "H", "H", "H"],
  "xyz": [[1.522, -3.778, -3.479], [1.106, -2.736, -2.483], [1.553, -1.415, -2.629], [1.196, -0.450, -1.685], [0.432, -0.820, -0.563], [0.137, 0.057, 0.567], [1.258, 0.765, 1.158], [1.109, 1.725, 2.157], [2.310, 2.253, 2.487], [2.564, 3.255, 3.521], [3.309, 1.666, 1.703], [4.669, 1.834, 1.826], [5.492, 0.990, 1.095], [4.927, -0.054, 0.313], [3.540, -0.226, 0.244], [2.686, 0.688, 0.878], [-1.263, 1.317, 0.334], [-0.810, 2.785, 0.277], [-2.311, 1.018, -0.564], [-3.351, 0.156, -0.474], [-4.210, -0.109, -1.679], [-5.429, -1.012, -1.411], [-5.147, -1.996, -0.390], [-4.906, -1.343, 0.850], [-3.630, -0.468, 0.811], [-0.113, -2.111, -0.499], [0.268, -3.085, -1.415], [1.055, -4.744, -3.236], [1.242, -3.497, -4.510], [2.621, -3.890, -3.447], [2.225, -1.176, -3.466], [1.577, 0.582, -1.789], [-0.436, -0.546, 1.376], [0.181, 2.028, 2.662], [3.636, 3.428, 3.542], [2.047, 4.193, 3.284], [2.226, 2.887, 4.497], [5.077, 2.619, 2.485], [6.579, 1.106, 1.131], [5.591, -0.728, -0.240], [3.127, -1.074, -0.281], [-1.331, 0.950, 1.388], [-0.541, 3.213, 1.258], [0.094, 2.893, -0.357], [-1.601, 3.432, -0.175], [-2.196, 1.546, -1.533], [-4.601, 0.826, -2.122], [-3.612, -0.632, -2.450], [-6.330, -0.397, -1.134], [-5.663, -1.648, -2.289], [-5.788, -0.736, 1.168], [-4.751, -2.189, 1.544], [-2.794, -1.138, 1.085], [-3.730, 0.299, 1.604], [-0.755, -2.385, 0.355], [-0.061, -4.129, -1.298]]
}

=====

{
  "formula": "C16H18BBr3NO2Rh",
  "method": "ωB97M-V with the def2-TZVPD basis set",
  "de_lowest_kj_mol": 27.7,
  "homo_lumo_gap_ev": [8.9, 6.4],
  "total_charge": 2,
  "multiplicity": 5,
  "e_tot_ha": -8682.595682,
  "symbols": ["Rh", "Br", "C", "Br", "H", "H", "Br", "C", "C", "C", "C", "C", "N", "H", "H", "H", "H", "C", "C", "C", "C", "C", "C", "C", "C", "O", "B", "O", "C", "C", "H", "H", "H", "H", "H", "H", "H", "H", "H", "H", "H", "H"],
  "xyz": [[-2.400, 1.074, -1.723], [-4.190, -0.762, -2.075], [-3.181, -1.587, -3.518], [-1.548, -0.623, -3.834], [-3.798, -1.548, -4.405], [-2.943, -2.594, -3.208], [-3.892, 3.198, -0.461], [-3.867, 3.543, -2.308], [-4.632, 4.544, -2.859], [-4.542, 4.707, -4.234], [-3.707, 3.883, -4.975], [-2.982, 2.909, -4.324], [-3.057, 2.734, -2.992], [-5.265, 5.167, -2.244], [-5.122, 5.480, -4.720], [-3.615, 3.994, -6.045], [-2.308, 2.250, -4.853], [3.958, -3.146, 1.632], [3.452, -2.220, 2.738], [4.595, -1.278, 3.169], [2.993, -3.070, 3.941], [2.295, -1.371, 2.285], [1.710, -0.454, 3.267], [0.672, 0.386, 2.993], [0.197, 0.309, 1.688], [-0.790, 1.008, 1.140], [-0.914, 0.588, -0.218], [0.069, -0.415, -0.441], [0.747, -0.583, 0.712], [1.786, -1.422, 0.980], [4.791, -3.732, 2.019], [4.329, -2.590, 0.768], [3.190, -3.849, 1.303], [5.429, -1.894, 3.510], [4.311, -0.626, 3.996], [4.950, -0.658, 2.345], [3.840, -3.673, 4.269], [2.180, -3.748, 3.680], [2.679, -2.463, 4.790], [2.137, -0.451, 4.259], [0.250, 1.064, 3.721], [2.193, -2.084, 0.231]]
}

=====

{
  "formula": "C3H4ClF3O2PS",
  "method": "ωB97M-V with the def2-TZVPD basis set",
  "de_lowest_kj_mol": 0.0,
  "homo_lumo_gap_ev": 7.9,
  "total_charge": -1,
  "e_tot_ha": -1766.651261,
  "symbols": ["C", "C", "C", "O", "O", "F", "F", "F", "P", "S", "Cl", "H", "H", "H", "H"],
  "xyz": [[1.130, -0.978, -0.039], [-1.768, 1.177, -0.141], [2.027, 0.146, -0.626], [-1.719, -0.384, 2.429], [0.404, -0.472, 1.000], [2.583, 1.005, 0.247], [1.154, 0.964, -1.349], [2.988, -0.175, -1.428], [-1.224, -0.688, 1.104], [-1.782, -2.264, 0.065], [-3.478, 1.659, -0.015], [0.559, -1.377, -0.819], [1.872, -1.733, 0.323], [-1.533, 1.293, -1.117], [-1.215, 1.829, 0.365]]
}

=====

{
  "formula": "C6H15N2",
  "method": "ωB97M-V with the def2-TZVPD basis set",
  "de_lowest_kj_mol": 367.6,
  "homo_lumo_gap_ev": 6.6,
  "total_charge": 1,
  "e_tot_ha": -346.772545,
  "symbols": ["C", "C", "N", "C", "C", "N", "C", "C", "H", "H", "H", "H", "H", "H", "H", "H", "H", "H", "H", "H", "H", "H", "H"],
  "xyz": [[-1.864, -2.983, 0.771], [-1.241, -2.071, -0.248], [-1.054, -0.709, -0.044], [-0.838, 0.336, -0.989], [-0.170, 1.662, -0.418], [1.174, 1.596, 0.030], [2.331, 1.665, -0.985], [1.394, 0.964, 1.286], [-2.537, -2.535, 1.516], [-0.990, -3.511, 1.192], [-2.430, -3.676, 0.283], [-0.861, -2.459, -1.144], [-1.455, -0.298, 0.919], [-0.092, 0.054, -1.666], [-1.910, 0.493, -1.414], [-0.833, 1.910, 0.466], [-0.204, 2.488, -1.087], [2.692, 2.649, -0.888], [3.067, 0.843, -0.806], [1.881, 1.446, -1.961], [2.164, 1.212, 1.953], [0.434, 1.094, 2.015], [1.344, -0.169, 1.217]]
}

=====

{
  "formula": "C41H52AsBrF2N3O5RbSSe2Si3",
  "method": "ωB97M-V with the def2-TZVPD basis set",
  "de_lowest_kj_mol": 0.0,
  "homo_lumo_gap_ev": 4.9,
  "total_charge": -2,
  "e_tot_ha": -13237.217409,
  "symbols": ["Rb", "C", "Se", "C", "C", "Se", "C", "H", "H", "H", "H", "H", "H", "H", "H", "H", "H", "F", "C", "C", "C", "C", "C", "F", "C", "C", "C", "C", "C", "C", "N", "H", "H", "H", "H", "H", "H", "O", "C", "C", "O", "C", "C", "O", "C", "O", "O", "C", "Si", "C", "C", "As", "Si", "C", "C", "C", "Si", "C", "C", "C", "H", "H", "H", "H", "H", "H", "H", "H", "H", "H", "H", "H", "H", "H", "H", "H", "H", "H", "H", "H", "H", "H", "H", "H", "H", "H", "H", "Br", "C", "C", "C", "N", "C", "C", "H", "H", "H", "H", "S", "C", "N", "C", "C", "C", "C", "C", "C", "H", "H", "H", "H", "H"],
  "xyz": [[0.200, -1.170, -0.296], [1.764, -2.587, -3.670], [2.671, -0.818, -3.574], [3.726, -1.363, -1.926], [5.136, -0.810, -2.026], [5.372, 1.090, -1.642], [3.949, 1.245, -0.343], [1.186, -2.887, -2.838], [2.572, -3.413, -3.739], [1.211, -2.669, -4.606], [3.786, -2.462, -2.049], [3.347, -1.067, -0.956], [5.490, -0.913, -3.002], [5.818, -1.364, -1.277], [4.212, 0.623, 0.497], [2.976, 1.003, -0.755], [3.987, 2.170, 0.167], [5.262, -4.744, -0.100], [4.745, -3.848, 0.727], [3.348, -3.804, 0.773], [2.695, -2.744, 1.437], [3.502, -1.864, 2.131], [4.897, -2.031, 2.169], [5.755, -1.064, 2.742], [5.569, -3.024, 1.458], [2.893, -0.605, 2.738], [3.412, -0.052, 3.870], [2.707, 1.044, 4.447], [1.617, 1.518, 3.807], [1.112, 0.882, 2.698], [1.763, -0.202, 2.198], [2.808, -4.480, 0.141], [6.674, -3.115, 1.363], [4.326, -0.423, 4.379], [3.022, 1.444, 5.486], [0.940, 2.254, 4.288], [0.206, 1.085, 2.140], [-4.441, -4.168, -3.512], [-3.656, -3.316, -3.163], [-2.211, -3.018, -3.672], [-1.552, -3.632, -4.487], [-1.768, -1.867, -2.844], [-2.748, -1.525, -1.796], [-2.560, -0.758, -0.832], [-3.943, -2.389, -1.996], [-4.934, -2.382, -1.269], [-0.630, -1.280, -2.923], [0.196, 2.096, -4.250], [0.111, 3.512, -2.924], [1.810, 4.334, -2.499], [-1.061, 4.786, -3.733], [-0.630, 2.647, -0.768], [-3.020, 2.616, -0.871], [-3.779, 4.312, -0.917], [-3.715, 1.785, 0.681], [-3.480, 1.677, -2.482], [-0.190, 4.684, 0.490], [-1.221, 4.705, 2.041], [1.663, 4.849, 1.018], [-0.639, 6.299, -0.403], [0.298, 2.606, -5.195], [-0.739, 1.541, -4.235], [1.007, 1.308, -4.115], [2.349, 3.554, -1.974], [1.596, 5.161, -1.828], [2.322, 4.665, -3.407], [-2.037, 4.447, -3.761], [-0.743, 4.921, -4.776], [-0.946, 5.717, -3.204], [-3.522, 4.808, -0.001], [-4.887, 4.351, -0.774], [-3.554, 4.916, -1.776], [-3.865, 2.519, 1.428], [-3.178, 0.965, 1.209], [-4.721, 1.383, 0.446], [-3.925, 0.649, -2.241], [-2.557, 1.460, -3.038], [-4.233, 2.302, -2.990], [-2.282, 4.792, 1.713], [-0.931, 5.474, 2.732], [-1.183, 3.762, 2.489], [1.972, 4.022, 1.721], [1.773, 5.830, 1.501], [2.381, 4.823, 0.207], [-1.659, 6.244, -0.748], [-0.044, 6.680, -1.211], [-0.510, 7.004, 0.460], [-4.016, -7.181, 0.867], [-2.639, -6.074, 0.162], [-2.383, -5.889, -1.171], [-1.256, -5.117, -1.533], [-0.522, -4.486, -0.584], [-0.850, -4.590, 0.689], [-1.935, -5.322, 1.101], [-2.891, -6.375, -1.970], [-0.947, -4.972, -2.638], [-0.244, -4.021, 1.374], [-2.155, -5.296, 2.144], [-4.436, -2.737, 2.872], [-3.413, -2.275, 1.579], [-2.165, -1.983, 1.915], [-1.996, -2.067, 3.266], [-0.780, -1.821, 3.978], [-0.746, -1.963, 5.340], [-1.837, -2.368, 6.038], [-2.981, -2.692, 5.418], [-3.101, -2.511, 4.002], [-3.759, -2.161, 0.563], [0.085, -1.621, 3.332], [0.153, -1.699, 5.845], [-1.776, -2.452, 7.106], [-3.853, -3.032, 5.928]]
}